{"formula": "C6H10KNaO3", "method": "ωB97M-V with the def2-TZVPD basis set", "de_lowest_kcal_mol": 8.0, "orbital_gap_ha": 0.1351, "total_energy_ev": -33264.846, "symbols": ["C", "C", "C", "C", "O", "O", "K", "Na", "H", "H", "H", "H", "C", "C", "O", "H", "H", "H", "H", "H", "H"], "coordinates": [[1.295, 0.937, -0.211], [0.349, 0.039, 0.174], [-1.125, 0.343, 0.148], [-1.822, -0.625, 1.013], [-2.787, -1.329, 0.699], [2.515, 0.674, -0.577], [5.803, 1.517, -1.388], [-4.107, -0.869, -1.079], [0.948, 1.979, -0.373], [0.564, -1.032, 0.076], [-1.681, 1.435, 0.145], [-1.361, -0.855, 1.998], [-5.310, 1.619, 0.289], [-4.367, 2.186, -0.775], [-3.672, 1.228, -1.486], [-5.704, 2.409, 0.947], [-6.176, 1.128, -0.187], [-4.780, 0.898, 0.935], [-3.639, 2.834, -0.230], [-4.956, 2.872, -1.428], [-1.429, 0.296, -0.912]], "forces_ev_per_a": [[0.76, -0.34, -0.86], [0.09, 0.58, 0.21], [-1.18, 2.15, -1.59], [-0.84, -0.92, -0.22], [0.41, 0.48, 0.16], [0.30, 0.44, 0.25], [-0.99, -0.23, 0.25], [0.29, 0.65, 0.00], [0.02, -0.06, 0.39], [0.13, 0.31, 0.19], [1.85, -2.07, 1.09], [0.00, 0.43, -0.18], [-0.27, 0.03, 0.16], [0.81, -0.09, -0.16], [-0.73, -0.34, 0.14], [0.02, -0.15, -0.14], [0.18, -0.03, 0.13], [-0.12, 0.14, -0.20], [-0.25, 0.13, -0.05], [0.08, -0.11, 0.15], [-0.56, -1.00, 0.27]], "nbo_charge": [0.249, -0.486, -0.601, 0.484, -0.674, -0.906, 0.989, 0.937, 0.092, 0.183, 0.295, 0.122, -0.646, -0.033, -1.035, 0.199, 0.175, 0.184, 0.102, 0.111, 0.260]}